No. 1
166
Properties=species:S:1:pos:R:3 method="wB97M-V/def2-TZVPD" lumo_ev=-0.095 orbital_gap_ev=10.657 total_charge=0 max_force_ha_per_bohr=0.0494
C 21.851 17.837 -7.676
C 20.388 18.135 -7.454
O 20.182 18.279 -6.016
S 18.764 17.719 -5.445
C 18.968 15.941 -5.556
O 18.755 18.119 -4.061
O 17.661 18.156 -6.282
H 22.093 17.593 -8.711
H 22.241 17.000 -7.095
H 22.417 18.727 -7.399
H 20.086 19.071 -7.921
H 19.728 17.364 -7.859
H 20.041 15.783 -5.483
H 18.612 15.602 -6.525
H 18.359 15.537 -4.753
C 17.315 21.962 -6.901
C 17.002 23.241 -6.147
O 15.714 23.734 -6.624
S 15.052 25.003 -5.937
C 16.121 26.340 -6.601
O 13.746 25.149 -6.528
O 15.205 25.020 -4.491
H 16.847 21.037 -6.573
H 18.394 21.808 -6.890
H 17.041 22.103 -7.949
H 16.933 23.061 -5.074
H 17.664 24.070 -6.407
H 16.251 26.099 -7.656
H 17.025 26.357 -6.004
H 15.471 27.214 -6.647
C 20.754 22.598 -8.245
C 21.922 22.338 -9.221
O 21.856 20.934 -9.538
S 22.314 20.483 -11.042
C 21.091 21.277 -12.128
O 23.595 21.066 -11.348
O 22.103 19.053 -11.086
H 19.828 22.331 -8.750
H 20.691 23.647 -7.953
H 20.915 21.987 -7.358
H 21.783 22.970 -10.098
H 22.895 22.511 -8.767
H 21.231 20.878 -13.130
H 21.308 22.343 -12.193
H 20.071 21.153 -11.773
C 17.633 23.729 -10.327
C 18.674 24.749 -10.753
O 18.878 24.536 -12.151
S 19.800 25.610 -12.941
C 18.697 27.046 -12.926
O 20.984 25.894 -12.160
O 19.896 25.166 -14.299
H 17.291 24.033 -9.330
H 17.913 22.681 -10.329
H 16.715 23.894 -10.897
H 18.285 25.750 -10.547
H 19.623 24.630 -10.228
H 19.215 27.836 -13.471
H 18.585 27.496 -11.940
H 17.773 26.739 -13.404
C 16.917 30.475 -4.809
C 16.421 29.318 -3.960
O 15.200 29.734 -3.314
S 13.819 29.000 -3.830
C 13.959 27.554 -2.759
O 12.740 29.856 -3.409
O 13.929 28.607 -5.208
H 16.236 30.791 -5.600
H 17.867 30.201 -5.275
H 17.048 31.377 -4.210
H 16.244 28.436 -4.577
H 17.110 29.047 -3.160
H 14.997 27.250 -2.655
H 13.440 26.744 -3.271
H 13.482 27.811 -1.822
C 14.209 25.079 -10.018
C 14.795 26.381 -10.546
O 14.756 27.339 -9.467
S 15.404 28.819 -9.726
C 14.000 29.598 -10.522
O 15.691 29.424 -8.460
O 16.492 28.716 -10.677
H 14.188 24.282 -10.760
H 13.211 25.207 -9.600
H 14.805 24.686 -9.190
H 15.817 26.204 -10.886
H 14.260 26.754 -11.422
H 13.148 29.622 -9.848
H 13.874 29.066 -11.461
H 14.232 30.639 -10.748
C 12.204 22.875 2.335
C 12.256 24.062 1.362
O 13.629 24.082 0.907
S 14.026 25.010 -0.344
C 14.084 23.775 -1.639
O 12.857 25.820 -0.615
O 15.355 25.546 -0.225
H 11.305 22.967 2.953
H 13.030 22.928 3.041
H 12.108 21.917 1.832
H 11.645 23.916 0.472
H 12.004 24.999 1.852
H 13.794 24.267 -2.560
H 13.317 23.019 -1.452
H 15.002 23.193 -1.627
C 8.791 30.575 -6.042
C 9.297 29.279 -5.435
O 9.242 28.270 -6.448
S 10.356 27.109 -6.397
C 11.681 27.915 -7.346
O 10.848 26.997 -5.041
O 9.882 25.965 -7.148
H 9.463 30.964 -6.806
H 8.631 31.374 -5.317
H 7.800 30.375 -6.454
H 10.309 29.366 -5.033
H 8.657 29.029 -4.587
H 11.828 28.894 -6.897
H 11.228 28.038 -8.330
H 12.561 27.282 -7.320
C 14.477 21.322 -4.550
C 13.044 20.766 -4.474
O 12.361 21.531 -3.509
S 11.034 22.339 -3.834
C 11.762 23.642 -4.875
O 10.177 21.505 -4.662
O 10.551 22.916 -2.604
H 15.090 20.736 -5.240
H 14.972 21.124 -3.596
H 14.527 22.367 -4.856
H 12.628 20.878 -5.479
H 13.067 19.692 -4.299
H 10.884 24.260 -5.059
H 12.004 23.140 -5.807
H 12.561 24.107 -4.314
C 22.656 27.585 -9.880
C 21.270 27.123 -9.476
O 21.207 27.249 -8.037
S 19.705 27.152 -7.396
C 19.073 28.753 -7.975
O 18.988 26.088 -8.060
O 19.857 27.204 -5.975
H 22.747 28.614 -9.521
H 22.823 27.527 -10.952
H 23.417 27.022 -9.340
H 20.476 27.678 -9.972
H 21.195 26.058 -9.705
H 18.699 28.618 -8.988
H 19.884 29.473 -7.941
H 18.242 29.048 -7.337
Cl 19.851 22.022 -4.519
C 20.005 21.411 -2.871
C 18.663 21.133 -2.253
Cl 17.790 22.669 -2.009
H 20.592 22.139 -2.316
H 20.599 20.498 -2.936
H 18.782 20.672 -1.273
H 18.048 20.465 -2.851
Cl 15.528 21.263 -10.017
C 15.372 19.550 -9.662
C 16.647 18.948 -9.117
Cl 17.986 19.024 -10.277
H 15.006 19.018 -10.543
H 14.545 19.305 -8.988
H 16.499 17.911 -8.827
H 17.012 19.491 -8.251


No. 2
137
Properties=species:S:1:pos:R:3 method="wB97M-V/def2-TZVPD" lumo_ev=-8.118 orbital_gap_ev=9.745 total_charge=+4 max_force_ha_per_bohr=0.0638
O -22.571 -2.348 2.098
H -22.653 -3.307 2.262
C -17.680 3.011 1.686
C -18.937 3.978 1.409
N -20.305 3.267 1.029
C -19.894 2.330 -0.161
C -20.759 2.453 2.283
C -22.124 1.723 2.091
C -21.280 4.277 0.501
C -21.414 5.631 1.262
O -21.180 5.462 2.652
C -21.241 6.766 3.335
H -17.719 2.277 2.491
H -16.855 3.678 1.935
H -17.299 2.528 0.786
H -18.759 4.450 0.443
H -19.131 4.737 2.166
H -19.474 1.471 0.362
H -19.332 2.844 -0.941
H -20.792 1.967 -0.662
H -20.709 3.108 3.153
H -19.967 1.706 2.325
H -22.127 1.070 1.218
H -22.795 2.566 1.929
H -22.422 1.157 2.973
H -22.196 3.793 0.162
H -20.915 4.587 -0.478
H -22.405 6.029 1.043
H -20.684 6.337 0.867
H -20.423 7.378 2.955
H -21.109 6.603 4.404
H -22.182 7.287 3.157
C -28.482 -6.334 -0.077
C -27.268 -7.404 -0.218
N -26.297 -7.497 0.967
C -25.608 -6.110 1.218
C -27.154 -7.839 2.220
C -26.423 -7.921 3.630
C -25.196 -8.570 0.842
C -24.508 -8.639 -0.524
O -23.870 -7.405 -0.823
C -23.412 -7.295 -2.096
H -28.180 -5.290 0.006
H -29.035 -6.463 0.853
H -29.167 -6.515 -0.905
H -26.678 -7.355 -1.133
H -27.682 -8.412 -0.183
H -25.333 -5.767 0.220
H -24.713 -6.107 1.840
H -26.354 -5.473 1.695
H -27.580 -8.811 1.974
H -28.000 -7.174 2.392
H -27.108 -8.444 4.298
H -26.237 -6.971 4.130
H -25.542 -8.560 3.698
H -25.660 -9.530 1.065
H -24.480 -8.173 1.562
H -25.111 -9.028 -1.345
H -23.652 -9.284 -0.325
H -22.344 -7.487 -2.199
H -23.417 -6.208 -2.169
H -24.069 -7.655 -2.889
C -28.703 -3.151 2.740
O -27.354 -2.692 2.345
C -27.102 -1.422 2.882
C -25.599 -1.341 2.761
N -25.157 -1.591 1.351
H -24.192 -1.852 1.497
H -25.565 -2.463 1.046
C -25.314 -0.528 0.205
C -25.083 -1.195 -1.166
O -25.457 -2.574 -1.282
C -26.794 -2.980 -1.424
H -28.892 -3.097 3.812
H -28.776 -4.211 2.495
H -29.500 -2.520 2.347
H -27.397 -1.407 3.931
H -27.736 -0.683 2.393
H -25.087 -2.127 3.315
H -25.103 -0.386 2.935
H -24.603 0.264 0.438
H -26.284 -0.039 0.301
H -23.994 -1.218 -1.147
H -25.458 -0.608 -2.004
H -27.479 -2.556 -0.689
H -26.884 -4.066 -1.425
H -27.193 -2.654 -2.384
C -20.189 -7.434 2.585
O -20.333 -6.441 1.498
C -21.738 -6.118 1.412
C -21.810 -5.099 0.294
N -21.046 -3.798 0.479
H -21.524 -3.261 1.188
H -20.108 -4.066 0.739
C -21.012 -2.712 -0.593
C -19.967 -1.726 -0.163
O -18.767 -2.507 -0.171
C -17.601 -1.854 0.257
H -20.585 -8.416 2.326
H -20.527 -7.096 3.565
H -19.142 -7.686 2.750
H -22.136 -5.691 2.333
H -22.229 -7.037 1.092
H -22.829 -4.865 -0.013
H -21.236 -5.480 -0.551
H -22.026 -2.325 -0.494
H -20.781 -3.157 -1.561
H -20.154 -1.263 0.806
H -19.961 -0.850 -0.812
H -17.314 -1.134 -0.510
H -16.785 -2.572 0.330
H -17.694 -1.339 1.213
C -23.200 -7.126 4.874
O -22.469 -5.923 5.034
C -23.332 -4.791 5.137
C -22.648 -3.538 5.593
N -21.578 -3.042 4.550
H -21.108 -3.881 4.241
H -21.964 -2.719 3.674
C -20.425 -2.168 4.978
C -19.266 -2.508 4.059
O -19.063 -3.936 4.067
C -17.997 -4.306 3.188
H -23.962 -7.294 5.635
H -22.536 -7.990 4.918
H -23.669 -7.114 3.890
H -24.203 -5.063 5.733
H -23.769 -4.668 4.146
H -22.168 -3.596 6.570
H -23.320 -2.683 5.667
H -20.292 -2.380 6.038
H -20.577 -1.089 4.968
H -18.437 -1.900 4.420
H -19.521 -2.186 3.050
H -17.886 -5.381 3.328
H -17.081 -3.739 3.357
H -18.476 -4.149 2.221